[1]
This record from OMol25 describes a molecular structure, FH2IP2 in a non-equilibrium geometry. The level of theory is ωB97M-V with the def2-TZVPD basis set.

Output
- Frontier orbital gap (alpha / beta): 0.2900 / 0.2810 Ha
- 2S+1: 1

XYZ file:
```
6
Properties=species:S:1:pos:R:3:forces:R:3
F -1.373 -1.884 0.114 0.842 0.112 -0.630
P 0.000 -1.293 -0.620 -1.410 0.906 0.917
P 0.665 -0.128 1.204 -0.713 -0.419 -0.394
I 2.287 1.028 -0.065 0.640 0.320 -0.400
H -0.685 -0.139 -1.242 0.615 -0.761 0.428
H -0.894 2.417 0.609 0.025 -0.159 0.080
```
Forces are in eV/Å.



[2]
This record from OMol25 describes 2 unconnected molecules or ions with the total composition FH2O in a non-equilibrium geometry. The level of theory is ωB97M-V with the def2-TZVPD basis set.

Output
- Charge: -1
- Frontier orbital gap: 0.3593 Ha
- 2S+1: 1

XYZ file:
```
4
Properties=species:S:1:pos:R:3:forces:R:3
O -1.745 -1.079 -2.051 -2.469 -2.818 -3.389
H -1.050 -0.808 -1.409 1.134 0.989 1.575
H -1.544 -2.021 -2.252 -0.328 1.048 0.140
F -0.402 -0.278 -0.501 1.663 0.781 1.673
```
Forces are in eV/Å.



[3]
This record from OMol25 describes 2 unconnected molecules or ions with the total composition FH2O2P in a non-equilibrium geometry. The level of theory is ωB97M-V with the def2-TZVPD basis set.

Output
- Frontier orbital gap: 0.3402 Ha
- 2S+1: 1

XYZ file:
```
6
Properties=species:S:1:pos:R:3:forces:R:3
O 0.217 0.351 -0.631 2.702 -0.779 1.870
O -0.141 -1.655 0.577 -0.360 -0.552 -0.224
F -2.595 0.571 0.076 2.306 -1.593 -0.836
P -0.660 -0.904 -0.685 -3.821 -1.191 -0.426
H -0.256 0.939 -1.135 -1.649 3.582 -2.077
H 0.150 -0.935 1.120 0.823 0.534 1.693
```
Forces are in eV/Å.



[4]
This record from OMol25 describes a molecular structure, FH2PS in a non-equilibrium geometry. The level of theory is ωB97M-V with the def2-TZVPD basis set.

Output
- Frontier orbital gap: 0.2736 Ha
- 2S+1: 1

XYZ file:
```
5
Properties=species:S:1:pos:R:3:forces:R:3
F 1.546 1.213 1.134 0.569 -0.420 -0.404
P -0.961 -0.137 0.191 1.923 -0.680 -0.922
S 1.825 -0.059 0.105 -3.159 0.298 0.657
H -1.520 -1.429 -0.300 0.901 0.959 0.303
H -0.890 0.412 -1.130 -0.234 -0.156 0.366
```
Forces are in eV/Å.



[5]
This record from OMol25 describes 3 unconnected molecules or ions with the total composition FH3N2O in a non-equilibrium geometry. The level of theory is ωB97M-V with the def2-TZVPD basis set.

Output
- Frontier orbital gap (alpha / beta): 0.2987 / 0.2897 Ha
- 2S+1: 3
- ⟨S²⟩: 2.09

XYZ file:
```
7
Properties=species:S:1:pos:R:3:forces:R:3
N 1.369 -0.540 0.012 1.773 0.375 0.273
N -0.408 0.665 0.215 -1.202 1.119 -4.818
O -1.374 0.373 -0.442 1.593 1.075 2.143
F -2.276 -0.960 0.157 -0.448 -0.697 0.495
H 1.853 0.367 -0.195 -0.099 -0.936 0.193
H 1.032 -0.796 -0.901 -0.112 -0.520 -0.744
H -0.197 0.893 1.153 -1.504 -0.416 2.458
```
Forces are in eV/Å.



[6]
This record from OMol25 describes a gas-phase ion, FH3O3P (charge +1) in a non-equilibrium geometry. The level of theory is ωB97M-V with the def2-TZVPD basis set.

Output
- Charge: +1
- Frontier orbital gap: 0.5369 Ha
- 2S+1: 1

XYZ file:
```
8
Properties=species:S:1:pos:R:3:forces:R:3
O -0.145 0.130 1.554 0.178 0.592 -1.684
O 1.306 -0.176 -0.640 0.202 -0.249 1.796
O -1.105 0.059 -0.892 -0.465 -1.197 2.755
F -0.172 -1.949 0.320 0.297 0.764 -0.341
P 0.008 -0.429 0.114 0.076 -0.510 -0.811
H 0.002 -0.259 2.433 0.193 -0.310 -0.401
H 1.633 0.103 -1.507 -0.512 0.059 -0.066
H -1.925 -0.302 -0.442 0.031 0.850 -1.250
```
Forces are in eV/Å.



[7]
This record from OMol25 describes a molecular structure, FH3OP2 in a non-equilibrium geometry. The level of theory is ωB97M-V with the def2-TZVPD basis set.

Output
- Frontier orbital gap: 0.3219 Ha
- 2S+1: 1

XYZ file:
```
7
Properties=species:S:1:pos:R:3:forces:R:3
O -0.242 0.700 -1.002 -1.346 0.805 -1.751
F -0.691 -1.622 2.264 -0.166 -0.090 -0.425
P -0.244 0.639 0.613 0.139 0.997 1.851
P -0.635 -1.474 0.633 2.369 -2.385 0.715
H -1.159 0.927 -1.273 1.035 -0.354 -0.365
H -1.650 0.984 0.892 0.789 -0.357 -0.131
H 0.986 -2.072 0.492 -2.820 1.383 0.106
```
Forces are in eV/Å.



[8]
This record from OMol25 describes FH3P2S2 in the gas phase in a non-equilibrium geometry. The level of theory is ωB97M-V with the def2-TZVPD basis set.

Output
- Frontier orbital gap (alpha / beta): 0.2489 / 0.2105 Ha
- 2S+1: 3
- ⟨S²⟩: 2.01

XYZ file:
```
8
Properties=species:S:1:pos:R:3:forces:R:3
F 2.895 -0.128 0.774 -0.888 -0.298 -0.754
P 0.621 0.125 -1.378 -0.960 1.995 0.409
P 1.308 -0.544 0.561 1.334 0.370 0.071
S 0.958 -2.310 1.119 -0.182 -1.317 0.197
S 0.654 1.333 2.071 -0.255 1.357 1.392
H 1.082 1.513 -1.042 -0.120 -1.276 -0.427
H -0.667 0.549 -0.660 1.342 -0.796 -0.817
H 1.936 1.235 2.496 -0.273 -0.035 -0.071
```
Forces are in eV/Å.



Calculated energy relative to the best compared isomer or geometry (same formula, charge and spin), 3.355 0.023 3.092 3.342 2.762 0.534 1.328 0.973 eV (same order as the records).